No. 1
Molecular formula: C5H15N3
Method: DFT, wB97M-V/def2-TZVPD

Calculated values
Lowest unoccupied orbital energy = 0.0357 hartree
2S+1 = 1
SMILES string = C[C@@H](N)CC(C)(N)N
Max |F| = 4.7 eV Å⁻¹
HOMO energy = -8.3 eV
Energy relative to the best compared isomer or geometry (same formula, charge and spin) = 167.6 kJ/mol

Geometry as XYZ:
```
23
C5H15N3 (wB97M-V/def2-TZVPD)
C -1.22055 -1.15476 1.66648
C -0.40929 0.12448 1.54804
N 0.97280 -0.06007 1.99823
C -0.47734 0.87848 0.00146
C 0.28170 0.11674 -1.03780
C -0.01231 1.26674 -2.36378
N 1.65909 -0.04356 -0.79956
N -0.24332 -1.13662 -1.40677
H -2.25385 -0.99347 1.34449
H -1.26411 -1.50066 2.70937
H -0.78785 -1.97734 1.08929
H -0.88287 0.87261 2.19695
H 1.21618 -1.04884 2.08403
H 1.05519 0.29896 2.94956
H -1.53715 0.98083 -0.23213
H -0.01675 1.84653 0.20499
H 0.13277 0.76391 -3.32739
H -0.99300 1.74512 -2.45013
H 0.74999 2.05061 -2.30731
H 1.86161 -0.70720 -0.05150
H 2.06464 0.82027 -0.42582
H -0.17039 -1.24964 -2.41327
H 0.27480 -1.89312 -0.97742
```


No. 2
Molecular formula: C30H48AsCdN2O4PS5SeSi2
Method: DFT, wB97M-V/def2-TZVPD

Calculated values
Lowest unoccupied orbital energy = 0.1458 hartree
Total charge = -2
2S+1 = 1
Max |F| = 1.3 eV Å⁻¹
HOMO energy = -1.2 eV
Energy relative to the best compared isomer or geometry (same formula, charge and spin) = 370.2 kJ/mol

Geometry as XYZ:
```
95
C30H48AsCdN2O4PS5SeSi2 (wB97M-V/def2-TZVPD)
Cd 0.05657 1.80643 0.52552
O 3.32345 0.15661 -2.03099
C 2.02558 0.44292 -1.61071
O 1.68303 -0.13181 -0.41206
C 1.25797 1.33797 -2.26861
C 1.71078 1.95281 -3.50180
C 0.94014 2.86967 -4.11753
C -0.31987 3.23403 -3.56476
C -0.70084 2.64241 -2.38107
N 0.02041 1.70909 -1.73669
C -2.01452 3.00294 -1.75162
O -2.63896 4.09166 -2.23637
O -2.55122 2.35850 -0.88976
H 3.92119 0.54747 -1.36999
H 2.66980 1.65028 -3.89767
H 1.26592 3.34642 -5.03495
H -0.93421 3.95381 -4.08808
H -2.01812 4.59327 -2.77657
S 3.89521 7.74492 2.98181
C 3.09917 6.46507 2.28454
S 1.45935 6.52245 1.76176
C 1.34326 4.91080 1.05888
C 2.45397 4.14205 1.18887
S 2.67825 2.52891 0.63904
S 3.81056 4.92230 2.00195
S -0.13185 4.48372 0.27662
C -5.08372 -1.64332 0.52613
C -4.18942 -0.42933 0.27833
C -4.27160 0.53270 1.46590
P -2.37048 -0.68163 -0.14221
C -1.86549 -2.37580 0.50355
C -1.94049 -2.35506 2.03420
C -2.44891 -3.68326 -0.03218
C -2.49980 -0.92377 -1.99981
C -3.64623 -1.75716 -2.57399
C -1.15279 -1.38873 -2.55013
H -6.12082 -1.30547 0.62375
H -4.81204 -2.14080 1.45759
H -5.04282 -2.37041 -0.28397
H -4.56762 0.10362 -0.60160
H -3.87486 0.07407 2.37347
H -5.30853 0.83043 1.65472
H -3.69163 1.42869 1.25636
H -0.80428 -2.37434 0.24034
H -2.96510 -2.51148 2.37836
H -1.58548 -1.40307 2.43368
H -1.31850 -3.15153 2.45569
H -3.51783 -3.76601 0.16154
H -1.95371 -4.52098 0.47207
H -2.27033 -3.80281 -1.10015
H -2.65306 0.10885 -2.33561
H -3.59529 -2.80087 -2.26633
H -3.58949 -1.74073 -3.66794
H -4.61905 -1.35861 -2.28456
H -0.98009 -2.44473 -2.32528
H -0.34775 -0.79750 -2.11754
H -1.11309 -1.25849 -3.63548
C 2.85306 -3.53561 2.55759
Si 3.30729 -1.91351 1.66547
C 2.92538 -0.48180 2.81940
C 5.19875 -1.94126 1.41600
As 1.99949 -1.95810 -0.30552
Si 3.67853 -2.34550 -1.93260
C 5.46952 -1.74438 -2.19880
C 2.84822 -2.22162 -3.63609
C 3.86720 -4.23010 -1.59817
H 3.46870 -3.71493 3.44114
H 2.96043 -4.39495 1.88943
H 1.80856 -3.49746 2.87565
H 3.38285 -0.63857 3.79907
H 1.84900 -0.35755 2.95783
H 3.29356 0.46141 2.41306
H 5.72077 -2.02792 2.37162
H 5.53168 -1.01383 0.94414
H 5.51528 -2.77225 0.78126
H 5.47002 -0.88837 -2.87348
H 6.06404 -2.54280 -2.64825
H 5.96075 -1.43829 -1.27364
H 2.56269 -1.18469 -3.82882
H 1.94111 -2.82792 -3.66902
H 3.51212 -2.55327 -4.43801
H 4.44715 -4.41065 -0.68780
H 4.35108 -4.77047 -2.41371
H 2.87525 -4.66276 -1.43650
Se -0.70062 1.31175 3.12630
C -2.25205 2.34130 3.50777
C -3.13288 1.91739 4.50686
C -4.24963 2.68105 4.79211
N -4.55733 3.82080 4.17519
C -3.71174 4.21682 3.22112
C -2.56734 3.52961 2.85241
H -2.94267 0.99319 5.03835
H -4.94938 2.36014 5.56080
H -3.96478 5.14620 2.71959
H -1.93876 3.91167 2.05960
```


> What is the 2S+1 in the first record?

1